w | C3H9N3O2 as an isolated structure, computed with ωB97M-V with the def2-TZVPD basis set.

The geometry in ORCA input format:
```
! wB97M-V def2-TZVPD RIJCOSX def2/J DEFGRID3
* xyz 0 1
C 0.124 1.449 0.128
C -0.500 -0.727 1.368
N -0.059 0.448 -1.335
C 0.451 0.018 0.424
N 0.861 -0.324 -2.100
N -0.828 -2.057 0.862
O -1.009 2.017 0.594
O 1.701 -0.247 0.495
H -0.812 2.852 1.047
H -1.032 0.219 -1.530
H 0.959 2.121 -0.064
H 1.722 -0.452 -1.551
H 1.155 0.208 -2.919
H 0.045 -2.534 0.636
H -1.338 -1.961 -0.016
H -0.009 -0.818 2.341
H -1.432 -0.213 1.619
*
```

## Properties
**LUMO level**: 0.314 eV
**HOMO-LUMO gap**: 8.752 eV



x | A 2-piece molecular cluster, C3H9N3O2 overall, computed with ωB97M-V with the def2-TZVPD basis set.

The geometry in ORCA input format:
```
! wB97M-V def2-TZVPD RIJCOSX def2/J DEFGRID3
* xyz 0 1
C 0.451 3.212 0.825
C -0.004 1.878 0.325
O 0.631 1.092 -0.332
O -1.272 1.632 0.710
H -0.125 3.978 0.303
H 1.510 3.374 0.674
H 0.193 3.305 1.879
H -1.537 0.771 0.352
N -0.866 -3.413 -0.511
C -0.044 -2.436 -0.516
N 0.280 -1.605 -1.571
N 0.713 -2.162 0.635
H -1.300 -3.499 -1.428
H -0.405 -1.563 -2.307
H 0.700 -0.729 -1.291
H 0.749 -1.169 0.832
H 0.326 -2.666 1.420
*
```

## Properties
**LUMO level**: 0.412 eV
**HOMO-LUMO gap**: 9.248 eV
**SMILES string**: CC(=O)O.N=C(N)N



The data favor x; the next most stable structure lies 465.7 kJ/mol above it.



w | The molecule C5H8FNS, computed with ωB97M-V with the def2-TZVPD basis set.

The geometry in ORCA input format:
```
! wB97M-V def2-TZVPD RIJCOSX def2/J DEFGRID3
* xyz 0 1
C 2.534 -0.853 -0.335
C 1.124 -0.611 0.179
F 0.880 -1.102 1.380
C 0.218 0.103 -0.436
N -1.064 0.286 0.014
C -1.523 1.670 0.262
C -1.905 -0.738 0.214
S -1.731 -2.354 -0.103
H 2.637 -0.416 -1.334
H 2.794 -1.952 -0.455
H 3.288 -0.450 0.421
H 0.507 0.705 -1.352
H -0.937 2.187 0.994
H -1.356 2.312 -0.582
H -2.605 1.682 0.457
H -2.860 -0.470 0.677
*
```

## Properties
**LUMO level**: 0.678 eV
**HOMO-LUMO gap**: 8.757 eV
**SMILES string**: C/C(F)=C/N(C)C=S



x | The molecule C5H8FNS, computed with ωB97M-V with the def2-TZVPD basis set.

The geometry in ORCA input format:
```
! wB97M-V def2-TZVPD RIJCOSX def2/J DEFGRID3
* xyz 0 1
C -0.142 0.767 1.861
C -0.401 0.659 0.365
C -0.956 1.572 -0.451
S -1.352 0.929 -1.991
C -0.142 -0.304 -1.792
F 1.185 0.043 -2.294
N -0.205 -0.652 -0.469
C 0.817 -1.523 0.037
H 0.904 0.755 2.104
H -0.686 0.025 2.420
H -0.409 1.705 2.020
H -1.521 2.425 0.010
H -0.421 -1.031 -2.447
H 0.712 -2.572 -0.265
H 1.862 -1.144 -0.229
H 0.754 -1.653 1.122
*
```

## Properties
**LUMO level**: 0.882 eV
**HOMO-LUMO gap**: 9.171 eV
**SMILES string**: CC1=CS[C@@H](F)N1C



The data favor w; the next most stable structure lies 36.5 kJ/mol above it.